No. 1
Formula: C20H22IrN6O3S
Source: the OMol25 dataset
Level of theory: the ωB97M-V functional and the def2-TZVPD basis

Structure (XYZ):
```
53
Properties=species:S:1:pos:R:3:nbo_charge:R:1
Ir -0.1814 -0.3508 0.2440 1.379
S 0.5014 -3.6845 -6.3570 1.094
O -1.7576 0.1697 1.4881 -0.685
O 0.7637 0.0815 2.0775 -0.523
O 0.4994 1.4325 -0.1661 -0.549
N -2.5175 -0.0267 3.6031 -0.301
N 1.2250 -1.3616 -0.8361 -0.459
N 1.5430 -3.5976 -5.1382 -0.562
N -1.1851 -0.5803 -1.4743 -0.420
N -0.7090 -2.8195 -5.7533 -0.577
N 1.8389 3.1333 0.4341 -0.289
C -1.5469 -0.0060 2.7398 0.639
C -0.5480 -1.3299 -2.4088 0.146
C 1.2540 2.0130 0.7140 0.641
C 1.4037 1.3853 2.0852 -0.159
C 1.7240 3.7634 -0.8964 -0.426
C -0.3325 -2.4259 -4.5461 0.151
C 0.7812 -1.7610 -2.0563 0.226
C 1.5588 -2.5265 -2.9169 -0.051
C -3.0043 -0.2877 -2.9705 -0.217
C -2.3280 -0.2581 5.0442 -0.425
C -3.9176 0.1813 3.1914 -0.427
C 3.2859 -2.4762 -1.2550 -0.217
C -2.3869 -1.0818 -3.9168 -0.045
C 2.7125 3.8284 1.3992 -0.428
C 0.9648 -2.8729 -4.1922 0.076
C 2.8445 -2.8891 -2.4965 -0.050
C -2.3771 -0.0478 -1.7526 0.090
C -0.1064 -0.2012 3.2031 -0.162
C 2.4550 -1.7058 -0.4489 0.074
C -1.1196 -1.6133 -3.6414 -0.054
H 3.4730 -3.4838 -3.1479 0.278
H -4.4426 -0.7722 3.2293 0.244
H 0.1347 0.4790 4.0186 0.247
H 3.7399 3.4840 1.2853 0.246
H 1.4284 4.8003 -0.7556 0.250
H 2.4470 1.2518 2.3695 0.263
H 0.0996 -1.2217 3.5246 0.265
H -1.3449 -0.6631 5.2649 0.217
H 4.2717 -2.7385 -0.8982 0.273
H -2.8341 0.5539 -0.9787 0.241
H 2.6986 3.7266 -1.3812 0.247
H -4.3761 0.8714 3.8963 0.248
H -3.9749 0.1498 -3.1554 0.274
H 2.7683 -1.3720 0.5314 0.222
H -3.0714 -0.9822 5.3710 0.258
H -3.9566 0.5932 2.1906 0.240
H 0.9860 3.2466 -1.4971 0.244
H 2.3726 3.6813 2.4211 0.221
H -2.4784 0.6755 5.5845 0.246
H 2.6688 4.8921 1.1836 0.263
H 0.9086 2.0291 2.8148 0.247
H -2.8557 -1.2855 -4.8716 0.278
```

Its energy above the lowest of the compared OMol25 structures with the same formula, charge and spin is 0.0 kcal/mol. Its gap between HOMO and LUMO is 6.31 eV. Its spin multiplicity is 1. As for the total charge: +3.



No. 2
Formula: C4H8O
Source: the OMol25 dataset
Level of theory: the ωB97M-V functional and the def2-TZVPD basis

Structure (XYZ):
```
13
Properties=species:S:1:pos:R:3:nbo_charge:R:1
O 1.5234 0.6390 0.4947 -0.706
C 0.1776 -0.9645 -0.8220 -0.450
C -0.1203 0.4446 -1.2809 -0.430
C -0.7667 0.2925 1.2668 -0.618
C 0.2403 0.1803 0.1458 0.228
H 1.1180 -1.4132 -1.1325 0.216
H 0.6482 0.9466 -1.8615 0.228
H 2.0318 -0.1231 0.7949 0.468
H -0.6538 -1.6606 -0.7441 0.215
H -1.1428 0.6991 -1.5464 0.213
H -0.4271 -0.2886 2.1328 0.209
H -0.8784 1.3347 1.5840 0.217
H -1.7503 -0.0868 0.9685 0.210
```

Its energy above the lowest of the compared OMol25 structures with the same formula, charge and spin is 21.5 kcal/mol. Its gap between HOMO and LUMO is 11.06 eV. Its spin multiplicity is 1. As for the SMILES: CC1(O)CC1.



No. 3
Formula: C39H30F5N2O3PS4TeTl
Source: the OMol25 dataset
Level of theory: the ωB97M-V functional and the def2-TZVPD basis

Structure (XYZ):
```
86
Properties=species:S:1:pos:R:3:mulliken_charge:R:1
Tl 0.4254 0.6169 -0.5856 0.640
Te 2.6695 -0.8443 0.7038 0.224
S 1.2780 2.9819 -0.0067 -0.377
S -0.2022 -0.7796 2.6588 1.556
S 2.0091 -2.9028 -1.7044 -0.356
S -1.6837 1.8625 -1.4192 -0.273
P -1.8991 -1.5380 0.0344 1.385
F 2.9009 1.6354 -3.1988 -0.309
F -1.0133 -0.9466 -2.8346 0.231
F 2.4925 1.8695 -5.8835 -0.328
F -1.3559 -0.8567 -5.5382 -0.331
F 0.3794 0.6108 -7.0603 -0.333
O -0.5763 0.2919 1.7411 -0.321
O 0.7624 -1.7374 2.0533 -1.013
O 0.2015 -0.3333 3.9648 -0.809
N 1.8891 -5.4533 -1.1939 -0.447
N 1.4692 -4.0789 0.6027 -0.128
C -3.5218 -0.6673 -0.0039 1.125
C -2.4822 5.5111 -0.0478 -0.755
C -2.3951 -5.4528 -2.3940 -0.752
C 1.8282 1.0319 -3.7438 0.405
C 0.9496 0.3247 -2.9370 0.306
C 2.7643 0.5575 2.3390 -0.561
C -3.5465 -3.7891 3.0767 -0.751
C -2.8130 -3.4174 4.1928 -0.788
C -2.1659 -3.0822 -0.9358 0.690
C 4.6610 1.5247 3.6695 -0.621
C -1.8503 -2.4335 4.0711 -0.629
C -4.7411 1.2597 0.7804 -0.762
C -2.7060 -3.0769 -2.2180 -0.765
C -0.1993 5.1198 0.5271 -0.801
C -3.5631 0.5429 0.6877 -0.696
C -1.7101 -4.2922 -0.4150 -0.856
C -2.5521 4.2368 -0.5686 -0.749
C 6.3822 1.1383 1.5425 -0.724
C -5.9042 0.7612 0.2161 -0.740
C 1.7521 -4.1991 -0.6982 0.668
C -1.6093 -1.8648 2.8360 -0.094
C 4.1871 0.9693 2.4910 0.252
C 1.6452 1.1491 -5.1203 -0.018
C -5.8731 -0.4471 -0.4594 -0.771
C -1.2941 5.9565 0.5128 -0.617
C -2.8136 -4.2526 -2.9384 -0.827
C -2.2944 -2.2543 1.7008 -0.367
C 4.4704 0.2701 0.1243 -1.185
C -3.3103 -3.2000 1.8503 -0.561
C 0.5679 0.5178 -5.7284 0.622
C -0.2372 3.8446 -0.0376 0.767
C 6.8571 1.6688 2.7300 -0.552
C -1.8412 -5.4689 -1.1264 -0.583
C -0.3190 -0.2193 -4.9565 -0.561
C -0.1148 -0.2765 -3.5869 -0.160
C 5.0453 0.7958 1.4037 0.528
C -1.4441 3.3897 -0.5991 0.627
C -4.6865 -1.1536 -0.5828 -0.361
C 5.9933 1.8761 3.7900 -0.581
H -3.4743 3.8745 -1.0002 0.460
H -1.5249 -6.4073 -0.6901 0.481
H -3.2284 -4.2393 -3.9340 0.454
H 0.7456 5.4450 0.9392 0.429
H -2.9972 -3.8906 5.1441 0.413
H -3.8941 -3.5026 0.9932 0.454
H 6.3587 2.3072 4.7099 0.396
H 4.2034 1.1022 -0.5291 0.399
H 5.1873 -0.3526 -0.4058 0.559
H 3.9812 1.6825 4.4938 0.483
H -3.0274 -2.1490 -2.6618 0.618
H -2.4818 -6.3695 -2.9578 0.399
H 7.9025 1.9251 2.8262 0.383
H -6.8282 1.3167 0.3027 0.367
H -1.2611 -2.0965 4.9079 0.592
H -4.6824 -2.0902 -1.1213 0.420
H 7.0557 0.9964 0.7103 0.438
H -1.2568 -4.3036 0.5660 0.301
H 2.3536 0.1066 3.2395 0.548
H -6.7821 -0.8467 -0.8904 0.422
H 1.9707 -5.5204 -2.1950 0.210
H 2.1360 1.4155 2.0811 0.372
H -2.6617 0.9134 1.1542 0.482
H 1.3297 -4.8940 1.1786 0.272
H -4.7541 2.2151 1.2862 0.497
H 1.2844 -3.1685 1.0167 -0.006
H -4.3097 -4.5471 3.1625 0.431
H -1.2212 6.9528 0.9279 0.347
H 1.5629 -6.2520 -0.6721 0.207
H -3.3460 6.1602 -0.0935 0.359
```

Its energy above the lowest of the compared OMol25 structures with the same formula, charge and spin is 32.3 kcal/mol. Its gap between HOMO and LUMO is 6.34 eV. Its spin multiplicity is 1. As for the total charge: -1.



One value per record, in order, for E_HOMO: -17.10 -10.03 -4.48 eV.
One value per record, in order, for lowest unoccupied orbital energy: -10.79 1.03 1.86 eV.